Formula: C32H37F4N7OP
Source: the Open Molecules 2025 dataset
Level of theory: ωB97M-V/def2-TZVPD

Cartesian coordinates (Å):
1 C 7.31111 -0.00651 0.49040
2 C 0.21365 -0.23607 -3.92637
3 H 2.52685 -2.06729 -1.72016
4 C 1.48178 -0.06691 -4.45829
5 H 0.08110 -1.62454 5.82846
6 H -0.60231 -0.62446 -4.52691
7 C -3.66926 1.35740 0.15264
8 H -1.62151 0.16726 5.99990
9 C 2.21949 -3.92254 1.57525
10 H -0.54480 -1.57638 1.58640
11 H -3.27768 2.81534 -6.44816
12 H 7.61210 1.83801 -0.57256
13 C 1.28273 3.70017 8.04228
14 H -4.92764 1.10450 1.88250
15 H 4.36114 -3.89879 1.70866
16 H 4.24577 -1.04892 1.43334
17 H 0.65898 -2.51154 3.53601
18 C 3.62454 -2.93798 -0.07934
19 H -0.66106 3.13979 5.50797
20 H -4.86166 -2.04588 -1.02829
21 C 2.19074 0.75506 -2.34032
22 H 2.08061 -4.44226 2.51833
23 N -3.14473 0.83754 -0.95615
24 N 5.61867 1.55385 -0.17462
25 C 2.29123 2.76529 7.86341
26 H -3.29106 2.32987 0.45044
27 H -6.01569 1.71988 -5.08944
28 O -2.52630 -1.08445 -5.75026
29 F -6.11000 1.28400 -7.03778
30 H 6.64203 -1.75945 1.54282
31 C -4.58585 0.68273 0.94649
32 H -3.23674 0.54654 -7.14997
33 F -5.15719 -1.15167 -6.40758
34 H -0.96395 0.05819 -2.13764
35 C 1.14995 2.05097 5.89775
36 N 1.10983 -3.60744 0.91055
37 N -1.98644 0.28392 3.98178
38 C -1.68239 -0.21229 2.78259
39 H 3.67843 1.07891 0.31655
40 C 2.22082 1.92164 6.76583
41 H 1.30616 4.37616 8.89055
42 H 0.33426 -2.71413 -0.77047
43 H -2.19524 0.21111 1.92923
44 H -3.29943 2.73488 -4.82264
45 C 5.02679 -0.44497 1.00538
46 C 4.71106 0.75319 0.37974
47 H 1.04730 1.41253 5.03091
48 H 3.10923 2.70393 8.56870
49 C 2.47962 -2.60431 -0.78178
50 H -2.85283 -1.51311 -4.95260
51 H 2.96124 1.13853 -1.67858
52 C 6.89131 1.16981 -0.11355
53 C -1.36241 -0.24901 5.03157
54 H -2.98999 0.58920 -4.26573
55 C -0.75731 -1.22395 2.58572
56 H 1.67784 -0.33973 -5.48785
57 N 0.24641 3.83430 7.21805
58 C 1.25090 -2.96583 -0.24822
59 H 4.59928 -2.67417 -0.46293
60 H 2.98683 1.17692 6.58991
61 H 3.50133 0.56700 -4.02776
62 C 6.35536 -0.83128 1.06266
63 C -0.40956 -1.25533 4.93720
64 C -4.53414 -1.08594 -0.65344
65 C 0.01023 0.14448 -2.60358
66 H -5.71685 -1.13478 1.13860
67 N 0.97532 0.62183 -1.81222
68 C 3.49425 -3.61787 1.12393
69 C -5.01702 -0.56969 0.53551
70 C 2.49406 0.43510 -3.65382
71 C -6.07482 0.85908 -5.74733
72 F -7.28015 0.22921 -5.52572
73 C -4.91340 -0.10478 -5.55324
74 H 8.36120 -0.26595 0.50758
75 H -3.16883 -0.73105 -2.27953
76 P -3.06171 0.59357 -5.72375
77 H -1.67676 1.01300 -5.84389
78 F -5.09480 -0.62699 -4.27078
79 C -3.58714 -0.35207 -1.35359
80 C -0.08997 -1.74365 3.67885
81 C 0.19189 3.01893 6.16670
82 N -3.66485 2.30034 -5.66434

Atomic forces in eV per Å
C 0.000 -0.020 -0.010
C -0.037 0.112 0.068
H -0.020 0.009 0.007
C 0.019 -0.155 -0.048
H -0.027 -0.009 0.013
H -0.030 0.067 -0.016
C 0.137 -0.239 0.090
H -0.007 -0.021 0.007
C 0.059 0.027 -0.037
H -0.014 -0.027 0.008
H -0.070 -0.001 -0.035
H 0.007 -0.005 0.003
C -0.001 -0.002 -0.004
H -0.011 0.087 -0.043
H -0.002 -0.014 -0.001
H -0.067 0.015 0.093
H -0.027 -0.037 0.057
C -0.136 -0.272 -0.120
H 0.003 -0.013 -0.006
H 0.000 0.003 -0.012
C -0.015 0.054 0.028
H 0.008 -0.026 -0.013
N -0.073 0.166 -0.045
N -0.001 -0.007 -0.021
C -0.001 -0.004 0.000
H -0.040 0.022 -0.026
H 0.040 0.012 0.020
O 0.193 0.074 0.114
F 0.017 0.020 -0.087
H -0.001 0.005 0.002
C -0.057 -0.011 -0.003
H -0.049 -0.009 -0.009
F 0.038 -0.069 -0.038
H -0.057 0.062 -0.093
C 0.007 -0.021 -0.028
N -0.016 -0.010 0.005
N -0.015 -0.064 0.047
C 0.005 -0.007 0.008
H 0.018 -0.002 0.063
C 0.001 0.006 -0.001
H 0.007 -0.003 0.002
H 0.013 0.011 -0.020
H -0.018 0.058 0.050
H 0.042 0.001 -0.020
C 0.128 0.266 0.104
C 0.018 0.002 0.023
H -0.005 0.015 -0.011
H -0.003 0.004 0.004
C 0.046 -0.005 -0.056
H -0.095 -0.043 -0.079
H -0.020 0.029 -0.109
C -0.010 0.004 -0.006
C 0.038 0.025 0.010
H -0.038 -0.001 -0.001
C 0.147 0.023 -0.176
H -0.015 0.030 -0.011
N -0.008 0.009 0.000
C -0.079 0.042 0.069
H 0.029 -0.016 -0.037
H 0.003 0.004 -0.005
H -0.004 0.035 -0.006
C 0.004 0.021 -0.001
C 0.024 0.072 -0.033
C 0.072 -0.063 0.048
C 0.132 -0.110 0.123
H -0.033 0.021 -0.019
N 0.027 -0.041 0.006
C -0.014 -0.005 -0.015
C -0.066 0.014 0.022
C 0.004 -0.054 0.003
C 0.018 0.077 0.070
F -0.058 -0.061 0.027
C -0.128 0.064 -0.032
H 0.002 0.007 -0.002
H -0.048 0.025 -0.031
P 0.041 -0.048 0.012
H -0.010 -0.023 0.016
F 0.057 -0.054 0.046
C 0.000 0.034 -0.031
C -0.052 -0.029 0.062
C -0.010 -0.003 0.016
N 0.083 -0.030 0.054

Total charge   -1
Highest occupied orbital energy   -4.58 eV


Formula: C32H37FeO3
Source: the Open Molecules 2025 dataset
Level of theory: ωB97M-V/def2-TZVPD

Cartesian coordinates (Å):
1 H -5.30475 4.21174 3.76354
2 C 1.66409 -4.11592 -6.00895
3 H 3.42809 -1.72720 2.57217
4 C 2.06447 0.59777 0.43080
5 C -1.89758 0.35417 3.59006
6 C 5.27346 2.75092 2.36353
7 O -1.43174 -5.43712 -5.88144
8 C 0.58929 -1.64925 -3.55620
9 C 0.87863 -0.12740 -0.23582
10 C -0.22692 -0.25093 0.87434
11 H -4.03750 4.22165 0.54080
12 H 5.89189 3.23013 1.59909
13 H -3.10546 2.51975 4.35532
14 C -0.27439 -2.81780 -3.67054
15 C -2.26912 1.38282 1.24919
16 H 0.69049 -2.94428 0.34526
17 H -2.86582 -1.28723 1.62301
18 C 0.56824 -3.82429 -1.55796
19 H -2.64987 0.17381 4.37168
20 C 3.92183 0.64872 1.98671
21 C -0.20827 -3.94339 -2.72345
22 H 0.17854 2.62642 -0.18412
23 H -3.47764 3.25971 -1.35884
24 O 2.15008 -4.32581 -7.04114
25 H 3.39568 3.73016 0.67717
26 C 2.65228 -1.46705 1.84207
27 H -0.66441 -2.32495 -0.64449
28 C -2.89661 2.40700 0.50211
29 H 5.90935 2.07817 2.94198
30 C 3.27771 2.65792 0.85552
31 C 0.39661 -2.62568 -0.67244
32 H 2.69667 -2.21658 1.04478
33 C 4.14945 2.00025 1.72196
34 H -1.18475 -2.70212 -4.27865
35 H 0.97722 -4.72725 -1.07682
36 H 0.48117 0.57296 -0.98686
37 C -1.68301 0.15622 0.49398
38 C -3.04471 2.49284 3.27018
39 H -1.65133 0.42936 -0.57391
40 C -3.66472 3.50613 2.53065
41 H -1.89659 2.47902 -1.43013
42 O 1.80073 -7.07735 -4.58536
43 H 1.24368 2.57712 -1.60904
44 C 2.20668 1.99003 0.26140
45 H -2.35218 -1.89144 0.02690
46 H 1.69263 -1.57869 2.36330
47 H -3.63413 -0.67824 0.13704
48 C 1.23044 -1.38720 -1.02120
49 H 1.95536 -0.26706 -2.73668
50 H 4.54982 0.13464 2.71930
51 C -2.90565 2.39562 -1.00300
52 C 1.42851 -6.02070 -4.28403
53 H 0.67453 -1.08861 -4.50606
54 C -4.43576 4.59987 3.21464
55 H -0.24636 -1.29411 1.20941
56 C 1.20951 2.79630 -0.53031
57 H -0.95905 -4.76206 -2.75861
58 H -0.99056 0.68073 4.11918
59 H 1.40609 3.86837 -0.39555
60 H 2.27974 -1.65230 -0.77375
61 C 2.88048 -0.05598 1.38078
62 C -0.59838 -4.93833 -5.23871
63 H -3.82013 5.14387 3.94127
64 H -3.39363 1.50095 -1.41232
65 C -2.68399 -1.00567 0.58043
66 H 0.08643 0.33952 1.74757
67 Fe 0.82435 -4.33184 -4.41653
68 H -1.68249 -0.60190 3.11085
69 H -4.80330 5.32515 2.47946
70 C -3.56007 3.44406 1.14625
71 C 1.27579 -1.10435 -2.51007
72 C -2.39247 1.41941 2.65529
73 H 4.91333 3.54677 3.02404

Atomic forces in eV per Å
H 0.182 0.002 -0.150
C 1.540 0.862 -1.083
H -0.120 -0.003 -0.124
C -0.269 -0.214 0.244
C 0.267 -0.349 0.420
C 0.288 0.119 0.042
O 0.598 0.725 0.989
C -1.213 -0.670 -1.209
C -0.560 1.591 0.805
C -0.157 -0.220 0.386
H 0.123 -0.242 0.179
H 0.034 -0.031 0.080
H -0.038 -0.061 -0.043
C -1.240 1.231 2.470
C -0.304 -0.490 -0.142
H -0.316 0.207 -0.160
H -0.074 -0.055 -0.213
C 0.542 -0.218 1.773
H 0.142 0.003 -0.232
C -0.043 0.390 0.017
C -1.385 0.618 -0.796
H 0.263 -0.052 -0.075
H 0.104 -0.132 -0.005
O -0.284 -0.336 -0.090
H 0.000 -0.257 0.062
C 0.158 -0.449 0.269
H 0.282 -0.255 -0.152
C 0.378 -0.352 0.211
H -0.006 0.092 0.016
C -0.180 -0.191 0.262
C 0.251 -0.186 0.522
H -0.085 0.220 0.150
C -0.331 -0.226 -0.244
H 0.671 -0.038 0.066
H -0.170 0.381 -0.281
H 0.070 -0.225 0.284
C 0.142 0.428 -0.398
C -0.273 0.268 -0.593
H 0.051 -0.048 0.405
C 0.433 -0.436 0.238
H -0.224 -0.168 0.072
O -0.427 0.697 0.528
H -0.035 0.010 0.295
C 0.307 -0.282 -0.134
H -0.034 0.247 0.162
H 0.106 0.050 -0.232
H 0.064 -0.145 0.191
C 1.088 -1.264 -0.967
H -0.321 -0.251 -0.069
H -0.114 0.135 -0.213
C -0.095 0.260 -0.318
C 1.109 -1.503 -0.146
H 0.018 -0.244 0.384
C -0.136 0.300 0.046
H -0.051 0.244 0.120
C -0.178 0.285 -0.231
H 0.184 0.738 0.119
H -0.084 -0.088 -0.205
H 0.020 -0.239 -0.088
H -0.340 0.078 -0.034
C 0.107 0.429 -0.400
C -1.580 -1.493 -2.343
H -0.042 -0.102 -0.127
H 0.231 0.128 0.088
C -0.266 0.124 -0.031
H -0.033 -0.086 -0.265
Fe 0.854 -0.682 -0.756
H 0.050 0.208 0.042
H 0.042 -0.103 0.160
C -0.219 0.208 0.087
C 0.615 0.789 0.660
C -0.086 0.438 -0.280
H -0.001 -0.121 -0.019

Total charge   -1
Highest occupied orbital energy (spin up / spin down)   -0.15 / -4.52 eV
Multiplicity   5


Formula: C32H37N2O2S3Ti
Source: the Open Molecules 2025 dataset
Level of theory: ωB97M-V/def2-TZVPD

Cartesian coordinates (Å):
1 N 2.13412 0.34769 0.27201
2 C 1.19474 0.78361 2.98565
3 H 3.95841 3.51338 -0.22957
4 C 2.41105 -1.84391 1.03222
5 H 4.86117 0.42577 0.42993
6 H 1.08130 -3.58591 -0.26567
7 H -4.66460 2.08279 -1.80610
8 H -2.52585 0.94042 1.84306
9 H -0.35700 3.68573 0.59317
10 H -1.24953 -1.91665 -4.59853
11 H 2.71426 -3.86279 1.70092
12 H -5.54148 0.75380 -1.02108
13 S -1.66046 -1.92755 -2.32154
14 H -5.68276 0.92615 -3.61262
15 H -1.98953 3.00236 0.54209
16 C 3.37825 4.08326 -0.94120
17 H -2.29443 -3.29453 -4.19681
18 H 4.73797 5.72230 -1.03243
19 H 3.25674 1.38093 2.94156
20 H -1.99389 -1.41787 4.23038
21 C 4.55018 -2.76371 1.55792
22 C 4.40558 -0.50105 0.74713
23 C 3.16997 -2.91196 1.45924
24 C -3.22483 -2.16188 -1.39999
25 H 3.36311 7.00623 -2.63968
26 S -3.14952 0.61303 -0.86252
27 S -3.43904 0.29710 -4.11051
28 H 0.69525 -1.13350 3.79845
29 C -0.30678 2.51883 -2.30380
30 C -3.35885 -1.10447 -0.30251
31 C -4.71907 0.99929 -1.69462
32 C 0.44491 -3.10580 0.47671
33 C 0.34430 -0.29524 3.20742
34 H -4.28946 -1.93683 -4.24563
35 H -4.31485 -1.19867 0.21580
36 Ti 0.35188 0.14545 0.82270
37 C 0.70796 1.90115 2.25347
38 C 0.16016 3.70903 -2.78711
39 H -5.31428 -0.66762 -2.95820
40 C 1.38245 4.26319 -2.32400
41 H -3.22911 -3.15947 -0.95620
42 H 1.24888 6.06939 -3.48324
43 C -1.90378 -1.41687 3.14278
44 H 6.23592 -1.48347 1.24750
45 H 0.32730 -3.76942 1.33544
46 H -1.45338 3.94644 1.94342
47 H -0.41316 4.25494 -3.52521
48 O 1.00978 -1.84940 0.87737
49 O -0.13863 0.73707 -0.73456
50 N 2.57737 1.50882 -0.20600
51 H 2.51325 1.34752 4.54391
52 H -2.54105 -1.22729 0.41276
53 H 2.97009 -0.16620 3.75409
54 C -0.98772 -0.29607 2.73126
55 C 3.80195 5.31079 -1.38515
56 H 1.35415 2.75927 2.11701
57 C 5.15982 -1.57331 1.19270
58 C -4.94050 0.34872 -3.06222
59 C 2.16910 3.53288 -1.40334
60 C 1.84413 5.52059 -2.76416
61 C 2.56845 0.83157 3.58305
62 H -1.50962 -2.39039 2.84773
63 H -4.04597 -2.10376 -2.10832
64 C 3.02539 6.03627 -2.30060
65 C 1.71026 2.24686 -0.93107
66 H -3.34216 -1.50011 -5.66052
67 C -2.14188 -2.22415 -4.05347
68 H -0.52048 -2.89952 0.02496
69 C -1.47794 0.87268 2.10326
70 C 0.40296 1.80546 -1.32225
71 H -1.24399 2.10015 -2.64903
72 H -2.90361 -1.30019 2.73084
73 C -1.14234 3.22088 1.18976
74 C 3.01824 -0.61796 0.69488
75 H 5.14649 -3.59415 1.90737
76 C -3.36275 -1.46803 -4.57146
77 C -0.64061 1.97556 1.85597

Atomic forces in eV per Å
N 0.455 0.288 -0.329
C -0.103 0.262 0.436
H 0.065 0.028 -0.025
C 0.703 0.430 -0.035
H -0.008 0.022 0.003
H 0.033 0.135 -0.009
H -0.105 0.008 0.059
H 0.044 -0.087 -0.238
H -0.001 -0.020 -0.010
H 0.002 -0.087 -0.048
H -0.036 0.008 0.036
H -0.101 0.147 -0.070
S -0.243 -0.136 -0.020
H -0.120 -0.068 0.100
H -0.020 0.002 0.007
C 0.104 0.022 -0.027
H 0.069 0.023 -0.153
H -0.001 0.004 0.036
H -0.001 -0.011 -0.012
H 0.002 -0.018 -0.006
C 0.075 -0.014 -0.012
C -0.220 0.039 0.069
C -0.300 -0.119 0.017
C 0.406 0.016 -0.170
H 0.007 0.001 -0.029
S -0.523 0.086 0.070
S -0.252 -0.114 -0.111
H 0.065 -0.097 -0.214
C -0.219 -0.151 0.100
C 0.056 0.314 -0.556
C 0.332 -0.251 0.127
C -0.263 -0.336 0.011
C -0.154 0.419 0.275
H -0.005 -0.023 -0.064
H 0.074 -0.101 0.118
Ti -0.588 -2.193 1.078
C -0.424 0.042 0.474
C -0.042 -0.057 -0.017
H -0.039 0.026 -0.008
C 0.194 -0.113 0.160
H -0.114 0.022 0.005
H -0.016 0.031 0.017
C 0.016 -0.021 -0.076
H 0.013 0.001 0.001
H 0.028 0.117 0.029
H -0.036 -0.055 0.051
H -0.009 -0.010 -0.024
O 0.713 -0.443 -0.069
O -0.925 0.778 -2.002
N 0.855 0.344 0.056
H 0.019 0.011 -0.008
H -0.103 -0.110 0.138
H -0.002 -0.005 -0.019
C -0.253 0.400 0.571
C -0.037 -0.132 0.090
H 0.043 -0.102 -0.244
C 0.005 -0.068 0.050
C 0.321 0.076 -0.180
C -0.102 0.043 -0.065
C 0.032 0.045 -0.027
C 0.045 -0.043 -0.109
H -0.011 0.004 -0.015
H -0.055 -0.001 0.063
C -0.076 0.077 -0.119
C -0.677 -0.498 -0.136
H -0.073 -0.127 0.004
C 0.010 -0.006 0.394
H -0.039 0.038 0.016
C 0.042 0.057 0.623
C 1.029 1.054 -0.536
H -0.024 -0.023 0.021
H 0.013 0.009 -0.059
C -0.059 -0.008 -0.109
C 0.412 -0.515 -0.096
H -0.002 -0.029 -0.017
C 0.103 0.340 0.099
C -0.008 0.421 0.673

Total charge   +1
Highest occupied orbital energy (spin up / spin down)   -8.79 / -10.10 eV
Multiplicity   3
Relative energy (zero: lowest compared OMol25 entry of this formula, charge and spin)   36.2 kcal/mol


Calculated largest force on an atom in order - 0.33 3.20 2.51 eV/Å